The following is a DFT calculation (ωB97M-V/def2-TZVPD) of a molecular structure, C35H45N4O10PtSb.

The geometry in ORCA input format:
```
! RIJCOSX wB97M-V def2-TZVPD def2/J DEFGRID3
* xyz 0 1
Pt 0.76145 0.08563 0.07819
O -2.68063 -0.36024 2.79087
C -2.14806 -0.58371 1.58160
O -1.81175 -1.66091 1.17016
C -2.15727 0.65612 0.73303
C -3.29114 1.44106 0.68434
C -3.36513 2.46607 -0.25026
C -2.30428 2.66169 -1.10914
C -1.18501 1.85893 -0.97837
N -1.11508 0.88722 -0.06383
C 0.01581 2.01695 -1.90222
O -0.07152 2.78087 -2.83924
O 0.99569 1.21426 -1.64303
H -2.70279 -1.21014 3.25895
H -4.10532 1.22979 1.36242
H -4.24559 3.09224 -0.30678
H -2.29287 3.42446 -1.87505
C -1.43317 -1.28215 -4.81533
C -1.23967 -0.91318 -3.34844
C -2.50819 -1.15587 -2.53048
Sb 0.43921 -1.80732 -2.30981
C -0.02699 -3.92604 -2.17447
C -0.77261 -4.51820 -3.36649
C 1.25043 -4.70920 -1.86750
C 2.03429 -1.72393 -3.78169
C 2.27919 -0.27111 -4.18758
C 1.84241 -2.60729 -5.01281
H -2.31038 -0.76066 -5.21247
H -1.60054 -2.35186 -4.95066
H -0.57976 -0.99262 -5.42615
H -0.99224 0.15135 -3.29726
H -2.80139 -2.20730 -2.54450
H -3.34271 -0.58173 -2.94515
H -2.38238 -0.87428 -1.48194
H -0.67363 -3.96996 -1.29399
H -0.19577 -4.43492 -4.28952
H -1.73908 -4.04178 -3.52888
H -0.95765 -5.58351 -3.19297
H 1.91817 -4.74898 -2.72501
H 1.00283 -5.74221 -1.60570
H 1.81224 -4.28834 -1.03342
H 2.90333 -2.07748 -3.21904
H 1.41715 0.15471 -4.70539
H 3.12669 -0.22273 -4.87808
H 2.49521 0.36902 -3.33458
H 0.95779 -2.32289 -5.58437
H 1.75952 -3.66367 -4.77263
H 2.70612 -2.49113 -5.67512
O 3.47120 1.43490 0.90957
C 3.60466 0.28840 0.54780
O 2.68425 -0.50192 0.08236
C 4.94999 -0.38971 0.62270
C 5.15717 -1.64015 0.06116
C 6.39256 -2.24111 0.20442
C 7.43142 -1.65227 0.89589
C 7.18559 -0.40763 1.44209
C 5.97343 0.24003 1.31489
N 8.26866 0.24563 2.20889
O 8.01160 1.30029 2.74840
O 9.35120 -0.30128 2.22331
N 6.60858 -3.57513 -0.39590
O 7.68544 -4.10266 -0.21338
O 5.66429 -4.09604 -0.95403
H 4.36556 -2.13789 -0.47834
H 8.38787 -2.13904 1.00512
H 5.80582 1.21263 1.75479
C 0.78749 2.99738 2.45401
C 0.87390 2.13749 3.72049
C -0.51951 1.72786 4.20179
C 1.81096 0.94442 3.64067
C 2.99697 0.98317 4.36307
C 3.85800 -0.09921 4.39639
C 3.48429 -1.28580 3.77365
C 2.34060 -1.37773 3.00251
C 1.82234 -2.76943 2.68330
C 0.57035 -3.04052 3.52868
C 1.55044 -3.12333 1.22416
C 1.56288 -0.19315 2.82430
N 0.56994 0.00599 1.92321
H 0.37150 3.97553 2.70578
H 0.13113 2.53220 1.71329
H 1.76349 3.13591 1.99426
H 1.30838 2.77120 4.49813
H -1.01039 1.08227 3.47156
H -1.13804 2.61681 4.34438
H -0.46860 1.19531 5.15345
H 3.24144 1.88240 4.91509
H 4.78043 -0.04751 4.96157
H 4.08199 -2.17833 3.92309
H 2.60069 -3.44854 3.04123
H -0.24218 -2.38947 3.20603
H 0.76177 -2.86367 4.58836
H 0.24216 -4.07444 3.40065
H 0.65282 -2.62506 0.85357
H 1.39274 -4.20180 1.14512
H 2.38509 -2.84158 0.58497
*
```

**LUMO (spin up / spin down)**: -1.708 / -1.538 eV
**Energy above the lowest of the compared OMol25 structures with the same formula, charge and spin**: 15.5 kcal per mole
**Gap between HOMO and LUMO (spin up / spin down)**: 0.2173 / 0.2230 hartree